The following is a DFT calculation (ωB97M-V/def2-TZVPD) of a cluster of 10 separate species, C55H75BrF17NO30 in total.

Last columns: bonded neighbours and bond lengths (Å).
CARTESIAN COORDINATES (ANGSTROEM)
1 C 1.1738 -1.2187 5.3589  C2 1.342, H42 1.087, H43 1.084
2 C 1.2866 -0.7312 4.1141  C1 1.342, C3 1.532, H44 1.084
3 C 0.9126 -1.4423 2.8096  C2 1.532, Br4 2.016, O5 1.372, C17 1.560
4 Br -0.6031 -2.6817 3.2889  C3 2.016
5 O 0.5432 -0.4158 1.9784  C3 1.372, C6 1.442
6 C -0.4923 -0.5727 0.9874  O5 1.442, C7 1.526, C12 1.551, H45 1.090
7 C 0.0226 0.1944 -0.2278  C6 1.526, O8 1.410, H46 1.097, H47 1.091
8 O 0.3134 1.5375 0.0887  C7 1.410, C9 1.418
9 C -0.0679 2.4721 -0.9073  O8 1.418, C10 1.539, H48 1.094, H49 1.091
10 C 0.5304 2.2223 -2.3034  C9 1.539, C11 1.543, H50 1.088, H51 1.092
11 C -0.4964 2.3673 -3.4459  C10 1.543, H52 1.091, H53 1.089, H54 1.087
12 C -1.8237 0.0016 1.5379  C6 1.551, C13 1.533, C14 1.532, H55 1.094
13 C -1.5956 1.0275 2.6546  C12 1.533, H56 1.092, H57 1.092, H58 1.087
14 C -2.7765 0.5448 0.4677  C12 1.532, C15 1.538, H59 1.090, H60 1.092
15 C -4.2258 0.2636 0.8987  C14 1.538, C16 1.522, H61 1.092, H62 1.093
16 C -5.2320 1.1396 0.1653  C15 1.522, H63 1.090, H64 1.092, H65 1.090
17 C 2.0279 -2.3942 2.2783  C3 1.560, C18 1.541, N27 1.474, H66 1.092
18 C 1.7151 -2.9919 0.8928  C17 1.541, C19 1.540, H67 1.086, H68 1.088
19 C 2.8390 -3.8881 0.3396  C18 1.540, C20 1.540, H69 1.093, H70 1.089
20 C 3.2874 -3.4947 -1.0806  C19 1.540, C21 1.537, H71 1.093, H72 1.088
21 C 3.9314 -4.6815 -1.8141  C20 1.537, C22 1.531, H73 1.094, H74 1.091
22 C 5.4397 -4.7685 -1.5647  C21 1.531, C23 1.528, H75 1.092, H76 1.092
23 C 6.0165 -6.0654 -2.1310  C22 1.528, C24 1.518, H77 1.094, H78 1.092
24 C 7.5324 -6.0453 -2.2107  C23 1.518, O25 1.421, H79 1.095, H80 1.097
25 O 7.9170 -5.2024 -3.2881  C24 1.421, C26 1.410
26 C 9.2031 -4.6511 -3.1171  O25 1.410, H81 1.091, H82 1.093, H83 1.095
27 N 3.4053 -1.8766 2.3644  C17 1.474, C28 1.456, C38 1.395
28 C 4.1298 -2.1801 3.5906  N27 1.456, C29 1.531, H84 1.090, H85 1.090
29 C 4.7675 -3.5717 3.5546  C28 1.531, C30 1.541, H86 1.092, H87 1.088
30 C 5.2273 -3.9858 4.9661  C29 1.541, C31 1.508, H88 1.090, H89 1.088
31 C 4.3825 -5.1172 5.4946  C30 1.508, F32 1.358, F33 1.361, C34 1.548
32 F 3.0573 -4.8409 5.3840  C31 1.358
33 F 4.6484 -6.2526 4.7920  C31 1.361
34 C 4.6534 -5.4457 6.9829  C31 1.548, F35 1.336, F36 1.335, F37 1.330
35 F 4.6932 -4.3290 7.7152  C34 1.336
36 F 3.6737 -6.2086 7.4739  C34 1.335
37 F 5.7976 -6.1089 7.1246  C34 1.330
38 C 3.7462 -0.6560 1.7807  N27 1.395, F39 1.363, F40 1.363, F41 1.330
39 F 5.0720 -0.6567 1.4648  C38 1.363
40 F 3.6000 0.4343 2.5857  C38 1.363
41 F 3.0733 -0.4169 0.6585  C38 1.330
42 H 1.3963 -2.2593 5.5805  C1 1.087
43 H 0.8587 -0.5897 6.1838  C1 1.084
44 H 1.6467 0.2820 3.9757  C2 1.084
45 H -0.6161 -1.5981 0.6394  C6 1.090
46 H 0.9632 -0.2934 -0.5131  C7 1.097
47 H -0.6424 0.0753 -1.0838  C7 1.091
48 H -1.1563 2.5657 -0.9607  C9 1.094
49 H 0.3020 3.4336 -0.5478  C9 1.091
50 H 1.0668 1.2777 -2.3662  C10 1.088
51 H 1.2729 3.0035 -2.4786  C10 1.092
52 H -1.4690 2.6851 -3.0665  C11 1.091
53 H -0.6727 1.4323 -3.9762  C11 1.089
54 H -0.2016 3.1354 -4.1558  C11 1.087
55 H -2.3503 -0.8272 2.0194  C12 1.094
56 H -1.2466 0.5028 3.5463  C13 1.092
57 H -2.5540 1.4668 2.9386  C13 1.092
58 H -0.8696 1.7855 2.3729  C13 1.087
59 H -2.6564 0.0533 -0.4973  C14 1.090
60 H -2.7047 1.6296 0.3665  C14 1.092
61 H -4.4650 -0.7980 0.8039  C15 1.092
62 H -4.2833 0.5253 1.9580  C15 1.093
63 H -6.2557 0.8198 0.3587  C16 1.090
64 H -5.0341 1.1847 -0.9076  C16 1.092
65 H -5.1637 2.1587 0.5465  C16 1.090
66 H 1.9961 -3.2510 2.9542  C17 1.092
67 H 1.5159 -2.2030 0.1741  C18 1.086
68 H 0.8299 -3.6085 1.0378  C18 1.088
69 H 2.4824 -4.9209 0.3352  C19 1.093
70 H 3.7250 -3.8704 0.9725  C19 1.089
71 H 4.0802 -2.7529 -0.9512  C20 1.093
72 H 2.4582 -3.0743 -1.6464  C20 1.088
73 H 3.4942 -5.6225 -1.4672  C21 1.094
74 H 3.7570 -4.6014 -2.8884  C21 1.091
75 H 5.9091 -3.9389 -2.0980  C22 1.092
76 H 5.6533 -4.7369 -0.4938  C22 1.092
77 H 5.6414 -6.2181 -3.1473  C23 1.094
78 H 5.7232 -6.9356 -1.5397  C23 1.092
79 H 7.9797 -5.6884 -1.2767  C24 1.095
80 H 7.8899 -7.0648 -2.3989  C24 1.097
81 H 9.5491 -4.2658 -4.0772  C26 1.091
82 H 9.9237 -5.4091 -2.7980  C26 1.093
83 H 9.1899 -3.8108 -2.4151  C26 1.095
84 H 3.4899 -2.1367 4.4723  C28 1.090
85 H 4.9169 -1.4418 3.7447  C28 1.090
86 H 3.9927 -4.2540 3.2002  C29 1.092
87 H 5.5726 -3.6182 2.8239  C29 1.088
88 H 5.1408 -3.1295 5.6353  C30 1.090
89 H 6.2730 -4.2874 4.9455  C30 1.088
90 O 0.8704 6.6171 -0.7253  C91 1.185
91 C 1.9628 6.2071 -0.5187  O90 1.185, O92 1.355, O96 1.358
92 O 2.5832 6.2499 0.6853  C91 1.355, C93 1.434
93 C 3.8292 5.5506 0.5676  O92 1.434, C94 1.513, H97 1.091, H98 1.087
94 C 4.0867 5.6336 -0.9206  C93 1.513, F95 1.356, O96 1.418, H99 1.085
95 F 4.7514 4.5455 -1.3813  C94 1.356
96 O 2.7737 5.6494 -1.4550  C91 1.358, C94 1.418
97 H 3.7085 4.5170 0.8954  C93 1.091
98 H 4.5968 6.0339 1.1657  C93 1.087
99 H 4.6102 6.5313 -1.2340  C94 1.085
100 O -3.2198 -0.8952 5.7429  C101 1.182
101 C -2.9736 -1.3150 6.8202  O100 1.182, O102 1.354, O106 1.366
102 O -1.8315 -1.9557 7.1626  C101 1.354, C103 1.430
103 C -1.8487 -2.1792 8.5749  O102 1.430, C104 1.513, H107 1.091, H108 1.086
104 C -3.3298 -2.1280 8.8817  C103 1.513, F105 1.354, O106 1.415, H109 1.091
105 F -3.5816 -1.6231 10.1127  C104 1.354
106 O -3.8081 -1.2289 7.8988  C101 1.366, C104 1.415
107 H -1.3135 -1.3738 9.0799  C103 1.091
108 H -1.3874 -3.1316 8.8201  C103 1.086
109 H -3.8484 -3.0825 8.7781  C104 1.091
110 O -7.4938 2.0457 2.2576  C111 1.184
111 C -7.2623 1.5743 3.3192  O110 1.184, O112 1.349, O116 1.366
112 O -6.1331 0.9090 3.6382  C111 1.349, C113 1.430
113 C -6.1557 0.6234 5.0394  O112 1.430, C114 1.513, H117 1.091, H118 1.085
114 C -7.6384 0.6782 5.3379  C113 1.513, F115 1.357, O116 1.416, H119 1.092
115 F -7.8966 1.1314 6.5906  C114 1.357
116 O -8.1043 1.6251 4.3941  C111 1.366, C114 1.416
117 H -5.6139 1.4008 5.5797  C113 1.091
118 H -5.6986 -0.3397 5.2434  C113 1.085
119 H -8.1674 -0.2651 5.1900  C114 1.092
120 O -3.9061 -0.6362 -2.5451  C121 1.184
121 C -5.0470 -0.8208 -2.8038  O120 1.184, O122 1.351, O126 1.363
122 O -5.6914 -0.2850 -3.8637  C121 1.351, C123 1.433
123 C -7.0061 -0.8536 -3.9188  O122 1.433, C124 1.513, H127 1.089, H128 1.084
124 C -7.2106 -1.2969 -2.4866  C123 1.513, F125 1.357, O126 1.416, H129 1.091
125 F -7.9734 -2.4159 -2.3994  C124 1.357
126 O -5.8913 -1.6013 -2.0723  C121 1.363, C124 1.416
127 H -7.0070 -1.7022 -4.6007  C123 1.089
128 H -7.7324 -0.1232 -4.2565  C123 1.084
129 H -7.6259 -0.5325 -1.8279  C124 1.091
130 O -2.8728 3.7506 -5.4751  C131 1.180
131 C -2.1556 4.1057 -6.3416  O130 1.180, O132 1.359, O136 1.369
132 O -0.8749 3.6870 -6.5209  C131 1.359, C133 1.429
133 C -0.3961 4.2366 -7.7496  O132 1.429, C134 1.512, H137 1.091, H138 1.087
134 C -1.2987 5.4357 -7.9335  C133 1.512, F135 1.357, O136 1.411, H139 1.091
135 F -1.5413 5.6982 -9.2423  C134 1.357
136 O -2.4921 5.0112 -7.3115  C131 1.369, C134 1.411
137 H -0.5311 3.5107 -8.5528  C133 1.091
138 H 0.6562 4.4957 -7.6702  C133 1.087
139 H -0.9455 6.3486 -7.4507  C134 1.091
140 O 5.6389 9.0562 -2.6632  C141 1.182
141 C 4.7904 9.4714 -1.9524  O140 1.182, O142 1.359, O146 1.359
142 O 3.9653 8.6928 -1.2043  C141 1.359, C143 1.435
143 C 3.1735 9.5494 -0.3684  O142 1.435, C144 1.513, H147 1.091, H148 1.087
144 C 3.2250 10.8538 -1.1325  C143 1.513, F145 1.353, O146 1.418, H149 1.091
145 F 3.1942 11.9284 -0.3111  C144 1.353
146 O 4.4921 10.7844 -1.7659  C141 1.359, C144 1.418
147 H 3.6439 9.6401 0.6112  C143 1.091
148 H 2.1679 9.1530 -0.2517  C143 1.087
149 H 2.4507 10.9654 -1.8927  C144 1.091
150 O 3.0072 -2.8936 -5.8128  C151 1.182
151 C 4.1808 -3.0385 -5.8187  O150 1.182, O152 1.353, O156 1.366
152 O 4.9930 -2.8554 -4.7517  C151 1.353, C153 1.435
153 C 6.3156 -3.2728 -5.1187  O152 1.435, C154 1.511, H157 1.088, H158 1.087
154 C 6.2732 -3.1431 -6.6241  C153 1.511, F155 1.356, O156 1.415, H159 1.092
155 F 7.0504 -4.0675 -7.2410  C154 1.356
156 O 4.9136 -3.4094 -6.9106  C151 1.366, C154 1.415
157 H 6.4737 -4.3012 -4.8006  C153 1.088
158 H 7.0639 -2.6378 -4.6521  C153 1.087
159 H 6.5336 -2.1544 -7.0066  C154 1.092
160 O -9.2552 -1.3688 -5.8480  C161 1.184
161 C -9.0486 -2.2883 -6.5645  O160 1.184, O162 1.354, O166 1.361
162 O -8.2276 -2.2599 -7.6402  C161 1.354, C163 1.431
163 C -8.1240 -3.5899 -8.1586  O162 1.431, C164 1.513, H167 1.091, H168 1.086
164 C -9.3937 -4.2265 -7.6360  C163 1.513, F165 1.353, O166 1.416, H169 1.091
165 F -9.2343 -5.5433 -7.3688  C164 1.353
166 O -9.6044 -3.5232 -6.4253  C161 1.361, C164 1.416
167 H -7.2393 -4.0760 -7.7454  C163 1.091
168 H -8.0584 -3.5775 -9.2426  C163 1.086
169 H -10.2650 -4.0992 -8.2805  C164 1.091
170 O -4.2329 4.3209 1.4951  C171 1.179
171 C -4.6701 4.7185 2.5156  O170 1.179, O172 1.358, O176 1.370
172 O -5.0497 5.9991 2.7586  C171 1.358, C173 1.429
173 C -5.6532 6.0500 4.0524  O172 1.429, C174 1.513, H177 1.091, H178 1.087
174 C -5.0535 4.8341 4.7228  C173 1.513, F175 1.359, O176 1.409, H179 1.092
175 F -5.9098 4.2616 5.6094  C174 1.359
176 O -4.8591 3.9560 3.6376  C171 1.370, C174 1.409
177 H -6.7359 5.9545 3.9575  C173 1.091
178 H -5.4128 6.9833 4.5541  C173 1.087
179 H -4.0982 5.0124 5.2200  C174 1.092

The calculation puts the LUMO energy at 0.3809 eV. The HOMO-LUMO gap is 0.334 Eh. The charge is 0. As for the molar mass: 1633.05 u. As for the total energy: -237406.22318 eV. Its SMILES is C=C[C@@](Br)(O[C@H](COCCC)[C@@H](C)CCC)[C@@H](CCCCCCCOC)N(CCCC(F)(F)C(F)(F)F)C(F)(F)F.O=C1OC[C@@H](F)O1.O=C1OC[C@@H](F)O1.O=C1OC[C@@H](F)O1.O=C1OC[C@@H](F)O1.O=C1OC[C@@H](F)O1.O=C1OC[C@@H](F)O1.O=C1OC[C@@H](F)O1.O=C1OC[C@@H](F)O1.O=C1OC[C@@H](F)O1.